(1)
This record from the OMol25 dataset describes 3 unconnected molecules or ions with the total composition C34H51BrF17N3O2P. The level of theory is ωB97M-V/def2-TZVPD.

Its multiplicity is 1. The orbital gap comes out at 5.825 eV. The net charge is +1.

Structure (XYZ):
```
109
Properties=species:S:1:pos:R:3:mulliken_charge:R:1
C -3.280 9.431 0.022 -1.298
C -2.165 8.549 0.608 -0.246
C -1.445 7.863 -0.529 -0.837
O -0.606 6.757 -0.034 -0.195
P 0.948 6.783 0.121 0.718
Br 1.662 8.772 0.548 -0.123
C 1.796 6.223 -1.347 -0.481
C 1.083 6.536 -2.675 -0.737
C 0.627 5.202 -3.283 0.368
O 1.335 4.233 -3.182 -0.555
N -0.589 5.206 -3.914 -0.147
C -1.504 4.099 -3.858 0.331
C -2.614 4.151 -4.692 -0.409
C -3.570 3.145 -4.640 -0.534
C -3.402 2.075 -3.772 -0.596
C -2.286 2.021 -2.951 -0.838
C -1.332 3.031 -2.986 -0.321
C 1.311 5.767 1.545 -0.650
C 1.323 4.246 1.247 -0.795
C 2.677 3.675 1.608 0.665
F 2.933 3.840 2.922 -0.318
F 3.632 4.386 0.926 -0.315
C 2.913 2.196 1.203 0.591
F 4.090 1.810 1.717 -0.286
F 2.983 2.162 -0.146 -0.268
C 1.793 1.215 1.660 0.620
F 1.338 1.649 2.863 -0.309
F 0.771 1.285 0.782 -0.249
C 2.192 -0.280 1.883 0.332
F 3.052 -0.332 2.912 -0.268
F 1.050 -0.908 2.230 -0.256
C 2.806 -1.010 0.644 0.655
F 2.269 -0.496 -0.483 -0.321
F 4.134 -0.775 0.641 -0.307
C 2.574 -2.545 0.657 0.704
F 1.284 -2.788 0.361 -0.277
F 2.843 -2.988 1.904 -0.309
C 3.464 -3.384 -0.316 0.532
F 2.975 -4.639 -0.250 -0.261
F 4.733 -3.381 0.129 -0.273
C 3.468 -2.971 -1.815 0.623
F 2.220 -2.714 -2.238 -0.221
F 3.980 -3.969 -2.538 -0.245
F 4.217 -1.874 -1.993 -0.226
H -3.574 10.206 0.726 0.364
H -4.156 8.834 -0.230 0.352
H -2.951 9.922 -0.898 0.339
H -2.602 7.787 1.255 0.320
H -1.479 9.173 1.183 0.266
H -0.840 8.565 -1.106 0.539
H -2.159 7.397 -1.210 0.373
H 2.782 6.695 -1.312 0.606
H 1.975 5.147 -1.283 0.211
H 1.788 7.002 -3.364 0.409
H 0.237 7.216 -2.575 0.188
H -1.064 6.094 -3.853 0.288
H -2.731 4.984 -5.375 0.433
H -4.441 3.201 -5.282 0.392
H -4.137 1.282 -3.743 0.453
H -2.151 1.186 -2.274 0.536
H -0.462 2.970 -2.348 0.585
H 0.526 5.999 2.270 0.381
H 2.251 6.116 1.972 0.660
H 0.548 3.766 1.842 0.556
H 1.111 4.004 0.205 0.050
C 2.687 -10.761 3.245 -1.424
C 3.563 -9.598 2.807 -0.294
N 3.845 -9.602 1.383 0.151
C 4.903 -8.685 0.999 -0.936
C 4.656 -7.183 1.188 -0.678
C 2.682 -9.633 0.512 -0.740
C 1.648 -8.507 0.650 -0.743
H 3.118 -11.710 2.925 0.333
H 2.604 -10.771 4.333 0.432
H 1.676 -10.690 2.843 0.290
H 4.524 -9.671 3.323 0.433
H 3.100 -8.658 3.151 0.218
H 5.149 -8.877 -0.049 0.383
H 5.794 -8.964 1.569 0.375
H 3.965 -6.790 0.446 0.020
H 5.598 -6.641 1.075 0.468
H 4.264 -6.956 2.180 0.300
H 2.172 -10.586 0.668 0.367
H 3.046 -9.667 -0.518 0.345
H 1.407 -8.305 1.695 0.239
H 0.721 -8.798 0.152 0.398
H 1.984 -7.576 0.195 0.088
C -2.739 -1.460 1.372 -1.403
C -3.937 -0.533 1.240 -0.443
N -4.500 -0.522 -0.098 0.312
C -5.445 0.557 -0.320 -0.519
C -6.755 0.562 0.476 -1.219
C -4.878 -1.822 -0.632 -0.719
C -5.892 -2.655 0.162 -1.028
H -1.983 -1.225 0.620 0.258
H -2.289 -1.343 2.359 0.482
H -3.015 -2.508 1.264 0.325
H -3.616 0.490 1.461 0.465
H -4.674 -0.796 2.016 0.234
H -5.678 0.582 -1.389 0.211
H -4.912 1.492 -0.112 0.398
H -7.455 -0.191 0.118 0.258
H -7.242 1.533 0.372 0.437
H -6.585 0.393 1.540 0.280
H -3.967 -2.413 -0.751 0.417
H -5.252 -1.662 -1.646 0.356
H -5.658 -2.670 1.227 0.255
H -5.872 -3.688 -0.190 0.384
H -6.912 -2.292 0.045 0.264
```

(2)
This record from the OMol25 dataset describes 8 unconnected molecules or ions with the total composition C33H72F24N5OP5 in a non-equilibrium geometry. The level of theory is ωB97M-V/def2-TZVPD.

Its multiplicity is 1. The orbital gap comes out at 9.393 eV. The calculation puts the energy above the lowest of the compared OMol25 structures with the same formula, charge and spin at 0.0 kcal/mol. The net charge is 0.

Structure (XYZ):
```
140
Properties=species:S:1:pos:R:3:mulliken_charge:R:1
C -0.180 -0.497 -2.904 -0.358
N 0.309 -1.055 -1.569 0.547
C 0.858 -2.440 -1.830 -0.966
C 1.543 -0.260 -1.116 -0.371
C -0.866 -1.213 -0.626 -0.516
C -1.663 0.063 -0.365 0.329
O -0.894 1.133 0.078 0.848
H -1.075 -1.043 -3.189 0.184
H 0.610 -0.542 -3.653 0.243
H -0.435 0.554 -2.765 0.160
H 1.228 -2.802 -0.872 0.399
H 1.665 -2.357 -2.553 0.168
H 0.067 -3.089 -2.198 0.343
H 2.322 -0.459 -1.848 0.345
H 1.803 -0.581 -0.111 0.046
H 1.146 0.751 -1.181 0.252
H -0.465 -1.652 0.291 0.129
H -1.513 -2.013 -0.984 0.379
H -2.404 -0.232 0.386 0.575
H -2.299 0.282 -1.226 -1.146
H -1.362 1.966 -0.088 -0.786
C 3.922 -11.602 -1.525 -1.254
C 4.140 -10.170 -1.161 -0.266
N 3.012 -9.273 -1.429 0.190
C 2.085 -9.411 -2.413 -0.338
C 1.146 -8.432 -2.232 -0.401
N 1.574 -7.625 -1.225 0.171
C 2.746 -8.110 -0.775 -0.277
C 1.189 -6.254 -0.821 -0.991
H 3.723 -11.666 -2.597 0.328
H 3.041 -11.953 -0.988 0.352
H 4.819 -12.178 -1.316 0.378
H 4.929 -9.679 -1.736 0.330
H 4.355 -10.151 -0.093 0.345
H 2.173 -10.062 -3.266 0.370
H 0.240 -8.092 -2.708 0.446
H 3.364 -7.722 0.018 0.487
H 0.359 -6.355 -0.129 0.398
H 0.777 -5.803 -1.727 0.294
H 2.007 -5.598 -0.538 0.403
C -4.205 0.979 -3.274 -0.469
C -5.648 0.377 -3.229 -0.442
N -5.795 -0.766 -4.172 0.276
C -5.266 -2.032 -3.990 0.013
C -5.790 -2.802 -4.983 -0.827
N -6.494 -1.973 -5.821 0.113
C -6.483 -0.715 -5.322 0.062
C -7.149 -2.429 -7.021 -0.894
H -4.205 1.584 -2.370 0.140
H -4.000 1.472 -4.221 0.495
H -3.428 0.233 -3.120 -0.166
H -6.513 1.031 -3.244 0.490
H -5.627 -0.081 -2.237 -0.083
H -4.612 -2.239 -3.160 0.335
H -5.813 -3.866 -5.144 0.434
H -7.026 0.154 -5.652 0.408
H -6.388 -2.800 -7.709 0.359
H -7.537 -1.555 -7.543 0.319
H -7.882 -3.188 -6.762 0.335
C 3.980 7.298 1.037 -1.458
C 2.791 6.340 1.284 0.018
C 3.303 4.969 1.725 -0.542
C 2.127 3.953 1.896 -0.760
P 1.356 3.803 3.520 1.703
C 0.593 2.176 3.644 -1.799
C 0.317 1.334 2.380 0.288
C -0.573 0.100 2.627 1.653
C 0.076 -0.952 3.549 -1.396
C 2.552 3.899 4.869 -0.995
C 2.708 5.320 5.463 -0.645
C 3.963 5.545 6.316 -0.694
C 5.345 5.160 5.793 -1.052
C 0.081 5.060 3.709 -1.433
C -0.967 5.105 2.626 0.016
C -1.351 6.576 2.271 -0.579
C -2.217 7.221 3.370 -1.311
H 3.706 8.120 0.375 0.409
H 4.790 6.813 0.488 0.339
H 4.411 7.707 1.952 0.311
H 2.350 6.225 0.289 0.316
H 2.015 6.791 1.903 0.049
H 3.666 5.186 2.736 -0.150
H 4.130 4.636 1.106 0.590
H 2.570 2.961 1.762 0.527
H 1.327 3.996 1.153 0.226
H -0.404 2.348 4.068 0.538
H 1.069 1.571 4.418 0.777
H 1.271 0.982 1.969 0.121
H -0.025 1.938 1.536 -0.217
H -0.787 -0.354 1.661 -1.861
H -1.530 0.415 3.048 0.771
H -0.312 -0.988 4.565 0.265
H 1.146 -0.750 3.647 0.324
H -0.022 -1.889 3.005 0.240
H 3.443 3.340 4.587 0.380
H 2.030 3.361 5.666 0.669
H 1.803 5.637 5.974 0.366
H 2.888 6.009 4.627 0.266
H 3.802 4.956 7.224 0.360
H 3.986 6.607 6.568 0.417
H 5.175 4.323 5.111 0.224
H 6.056 4.854 6.561 0.339
H 5.907 5.950 5.293 0.291
H 0.649 5.996 3.741 0.829
H -0.413 5.011 4.684 0.622
H -1.873 4.518 2.749 0.708
H -0.457 4.904 1.678 -0.265
H -1.902 6.684 1.341 0.382
H -0.391 7.091 2.169 0.079
H -2.463 8.231 3.049 0.419
H -1.545 7.328 4.228 0.253
H -3.021 6.546 3.652 0.338
P -2.290 4.077 -1.227 1.369
F -1.477 4.685 -2.512 -0.440
F -2.400 5.499 -0.453 -0.325
F -3.713 4.371 -1.949 -0.366
F -3.060 3.366 0.038 -0.393
F -2.123 2.635 -1.874 -0.329
F -0.848 3.883 -0.436 -0.455
P 1.791 -4.016 2.326 1.314
F 1.652 -2.404 2.394 -0.403
F 2.816 -3.626 1.086 -0.386
F 3.068 -4.055 3.341 -0.405
F 2.184 -5.596 2.139 -0.380
F 0.764 -4.390 3.497 -0.406
F 0.693 -4.195 1.123 -0.322
P -5.133 -1.913 -0.081 1.248
F -4.692 -0.406 -0.597 -0.384
F -4.302 -1.690 1.270 -0.334
F -6.536 -1.396 0.564 -0.388
F -5.557 -3.412 0.344 -0.383
F -5.920 -2.037 -1.517 -0.392
F -3.812 -2.480 -0.793 -0.354
P 3.425 -1.758 -5.348 1.202
F 4.036 -3.272 -5.467 -0.376
F 2.981 -1.895 -6.891 -0.367
F 1.937 -2.419 -4.895 -0.432
F 2.749 -0.275 -5.286 -0.358
F 3.607 -1.733 -3.771 -0.344
F 4.895 -1.271 -5.731 -0.344
```

(3)
This record from the OMol25 dataset describes a molecular structure, C5H14NO in a non-equilibrium geometry. The level of theory is ωB97M-V/def2-TZVPD.

Its multiplicity is 1. The orbital gap comes out at 4.040 eV. The calculation puts the energy above the lowest of the compared OMol25 structures with the same formula, charge and spin at 213.1 kcal/mol. The net charge is +1.

Structure (XYZ):
```
21
Properties=species:S:1:pos:R:3:nbo_charge:R:1
C 0.544 -2.109 0.389 -0.616
C -0.152 -1.369 -0.769 -0.381
C 0.805 -0.294 -1.291 -0.474
C 0.961 0.792 -0.269 -0.034
C 1.905 1.783 -0.272 -0.131
N -2.370 1.272 0.327 -0.656
H 1.624 -2.054 0.225 0.202
H 0.376 -1.486 1.261 0.226
H 0.249 -3.134 0.579 0.243
H -0.443 -1.990 -1.605 0.233
H 0.400 0.212 -2.180 0.283
H 1.796 -0.649 -1.568 0.243
H 0.105 0.876 0.385 0.231
H 2.016 2.460 0.556 0.228
H 2.517 1.912 -1.135 0.221
H -0.980 -0.797 -0.374 0.182
H -1.812 0.667 1.125 0.417
H -0.935 0.748 2.650 0.466
H -2.677 0.965 -0.592 0.390
H -2.833 2.149 0.556 0.389
O -1.098 0.044 2.001 -0.661
```

(4)
This record from the OMol25 dataset describes a gas-phase ion, C5H8NO2 (charge -1) in a non-equilibrium geometry. The level of theory is ωB97M-V/def2-TZVPD.

Its multiplicity is 1. The orbital gap comes out at 7.029 eV. The SMILES is O=C([O-])[C@@H]1CCCN1. The calculation puts the energy above the lowest of the compared OMol25 structures with the same formula, charge and spin at 35.6 kcal/mol. The net charge is -1.

Structure (XYZ):
```
16
Properties=species:S:1:pos:R:3:nbo_charge:R:1
N 1.263 -0.052 0.195 -0.665
C 1.342 1.271 0.806 -0.226
C 0.089 1.427 1.642 -0.391
C -0.875 0.411 1.033 -0.465
C -0.116 -0.677 0.406 -0.192
C -0.604 -0.898 -1.177 0.795
O 0.044 -1.819 -1.640 -0.781
O -1.300 -0.006 -1.632 -0.769
H 2.092 -0.757 0.127 0.387
H 2.352 1.563 1.106 0.183
H 1.092 2.104 0.117 0.149
H -0.339 2.386 1.700 0.190
H 0.128 1.140 2.774 0.153
H -1.445 0.864 0.132 0.258
H -1.624 0.165 1.782 0.193
H -0.056 -1.710 0.815 0.182
```